Below is a structure of composition C36H50FN7O6V, with properties calculated with ωB97M-V/def2-TZVPD.

Last column: Löwdin spin population.
CARTESIAN COORDINATES (ANGSTROEM)
V1 0.0107 -1.5228 -1.1079  0.952
F1 1.4116 2.4441 4.3822  0.000
O1 0.2435 -0.0575 0.2612  0.011
O2 -2.3586 0.6368 -2.8734  0.001
O3 -1.8989 -0.9413 -1.3195  0.007
O4 0.5757 -0.5592 -2.8788  0.011
O5 -0.4466 -2.9551 -2.8650  0.005
O6 0.4765 -4.9138 -1.2278  0.001
N1 0.2986 5.0517 4.1190  0.000
N2 -0.5227 -6.5671 -2.4284  0.000
N3 -0.4961 -2.8363 0.5787  0.005
N4 0.9055 7.3700 5.0106  0.000
N5 0.4340 -0.3955 -5.1193  -0.002
N6 1.8657 -2.1049 -0.7818  -0.005
N7 -1.5023 3.5867 -0.1369  -0.001
C1 -0.2860 -0.6101 -6.3782  0.000
C2 0.7229 2.7528 3.2636  0.000
C3 -2.2143 -1.9786 2.0935  -0.001
C4 -1.3235 1.3077 -0.8660  0.001
C5 5.1312 -1.5253 0.2944  -0.001
C6 -2.0816 4.9003 -0.3773  0.000
C7 -1.8366 -2.8755 1.1081  0.000
C8 4.7328 -3.8985 -0.4587  0.001
C9 -0.2369 -5.2756 -2.1500  0.000
C10 4.1722 -2.7221 0.3501  0.000
C11 0.1538 4.0404 3.1344  0.001
C12 0.0647 -0.9267 -3.9617  0.000
C13 -1.9826 5.4571 -1.7593  0.000
C14 -4.4541 -2.8672 2.0547  -0.001
C15 -4.0662 -3.7614 1.0658  0.000
C16 -0.9216 -2.0771 -3.9107  0.001
C17 0.0139 -7.6375 -1.5877  0.000
C18 -1.7973 2.5769 -0.9783  -0.002
C19 -0.1774 2.0664 1.1620  0.000
C20 1.3915 0.7101 -5.1206  0.000
C21 0.5749 1.8020 2.3083  0.001
C22 -3.5204 -1.9775 2.5674  0.000
C23 -0.7482 3.3293 1.0015  0.000
C24 -0.8979 5.7583 4.5696  0.000
C25 -1.8998 0.2697 -1.8030  0.001
C26 3.9260 -3.1410 1.8081  0.001
C27 -1.1525 6.0429 -0.6568  0.000
C28 1.3245 6.2701 5.9581  0.000
C29 -0.3812 1.0255 0.1612  0.005
C30 -0.5704 7.2439 4.6690  0.000
C31 -2.7610 -3.7684 0.5929  -0.001
C32 1.2778 4.9322 5.2059  0.000
C33 2.8533 -2.3533 -0.2375  0.003
C34 -1.3629 -6.9638 -3.5638  0.000
C35 -0.8981 -4.2808 -3.0863  0.002
C36 -0.5617 4.3093 1.9887  0.000
H1 -2.4692 2.8192 -1.7936  0.000
H2 -0.2003 -3.7323 0.1878  0.001
H3 1.4400 7.2788 4.1472  0.000
H4 4.7011 -0.6528 0.7881  0.000
H5 1.9607 0.6613 -6.0457  0.000
H6 4.9152 -3.6136 -1.4969  0.000
H7 3.2464 -3.9924 1.8686  0.000
H8 -1.1265 7.7504 5.4530  0.000
H9 -1.4285 7.0138 -0.2659  0.000
H10 0.8691 1.6682 -5.0749  0.000
H11 0.7101 -8.2530 -2.1585  0.000
H12 -2.9857 5.0970 0.1842  0.000
H13 5.6825 -4.2045 -0.0145  0.000
H14 -0.9790 5.2970 1.8367  0.000
H15 -0.7458 -1.5881 -6.4157  0.000
H16 -1.0613 0.1451 -6.5122  0.000
H17 -0.9455 -6.6487 -4.5189  0.000
H18 -4.7851 -4.4614 0.6580  0.000
H19 -1.7224 5.6224 3.8780  0.000
H20 -1.9056 -1.6834 -3.6533  0.000
H21 3.5107 -2.3169 2.3919  0.000
H22 0.4212 -0.5386 -7.2007  0.000
H23 4.8776 -3.4291 2.2572  0.000
H24 0.6268 6.3220 6.7893  0.000
H25 -3.8115 -1.2760 3.3397  0.000
H26 -2.4598 -4.4687 -0.1798  0.000
H27 5.3635 -1.2585 -0.7381  0.000
H28 -1.4653 4.8580 -2.4982  0.000
H29 1.1102 8.2893 5.3988  0.000
H30 -0.8029 -8.2673 -1.2343  0.000
H31 -0.6899 -4.5443 -4.1209  0.000
H32 0.1697 -2.5921 1.3047  0.002
H33 6.0637 -1.7851 0.7995  0.000
H34 2.2547 4.7080 4.7876  0.000
H35 2.0586 0.6287 -4.2721  0.000
H36 0.5305 -7.2086 -0.7373  0.000
H37 -1.2293 5.3685 5.5377  0.000
H38 1.0198 0.8237 2.4477  0.000
H39 1.0387 4.1549 5.9307  0.000
H40 -1.9824 -4.3325 -2.9441  0.000
H41 -2.3828 -6.5873 -3.4746  0.000
H42 -1.4852 -1.2731 2.4813  0.000
H43 -0.0915 5.8290 -0.6691  0.000
H44 2.3203 6.4972 6.3258  0.000
H45 -5.4708 -2.8694 2.4244  0.000
H46 4.0525 -4.7518 -0.4480  0.000
H47 -1.4136 -8.0480 -3.5809  0.000
H48 -2.8307 6.0124 -2.1326  0.000
H49 -0.7089 7.7706 3.7292  0.000
H50 -0.9680 -2.6283 -4.8403  0.000

Summary:
LUMO energy (alpha / beta) ... -4.6 / -4.6 eV
Max |F| ... 0.029 hartree/bohr
Charge ... +2
E ... -3279.99818 Eh
Relative energy (zero: lowest compared OMol25 entry of this formula, charge and spin) ... 0.00 kJ/mol
Multiplicity ... 2

Below is a structure of composition C24H17Cl5N4O2Pd, with properties calculated with ωB97M-V/def2-TZVPD.

Last column: Mulliken charge in e.
CARTESIAN COORDINATES (ANGSTROEM)
Pd1 0.4607 0.6842 0.4924  -0.241
Cl1 5.7014 -5.4258 2.4946  -0.239
Cl2 1.1177 -4.5717 -0.2403  -0.130
Cl3 3.5782 -6.4070 0.4143  -0.249
Cl4 0.7757 -1.8257 1.1775  0.004
Cl5 5.3565 -2.6537 3.9178  -0.222
O1 -0.1165 6.5916 0.8317  -0.707
O2 2.9396 -1.2131 3.0940  -0.747
N1 1.9145 2.3435 0.2375  -0.875
N2 -0.5894 5.4450 -1.0703  -0.429
N3 -0.6575 0.1307 -1.5532  0.238
N4 -1.7549 1.9379 0.3150  0.164
C1 -1.8618 -2.3068 -0.8163  -0.130
C2 -1.8636 -4.4927 -2.5295  -0.507
C3 -1.5914 0.9380 -1.8837  -0.218
C4 -2.5298 -3.4723 -0.4653  -0.656
C5 0.6120 4.3258 0.6923  0.615
C6 -2.0946 1.9496 -1.0032  0.389
C7 -2.4409 2.9446 0.8714  -0.681
C8 1.7662 1.9782 1.5518  -0.034
C9 2.2980 -4.0426 0.9198  -0.104
C10 -1.1802 -2.2286 -2.0238  0.971
C11 3.3895 -4.8700 1.1995  0.278
C12 -0.0599 5.5438 0.1959  0.051
C13 4.1881 -3.1992 2.7573  0.476
C14 -3.0290 2.9618 -1.2854  -1.276
C15 -3.2495 3.6124 -0.0643  -0.415
C16 -1.1969 -3.3292 -2.8775  -0.492
C17 1.1197 2.8436 2.4921  -0.639
C18 1.2551 3.4537 -0.1548  -0.232
C19 -0.3986 -0.9929 -2.4172  -1.552
C20 -2.5329 -4.5683 -1.3134  -0.416
C21 4.3276 -4.4177 2.1288  -0.020
C22 2.1499 -2.8206 1.5437  0.402
C23 3.0775 -2.3029 2.5167  -0.360
C24 0.5791 4.0177 2.0743  -0.448
H1 -3.8934 4.4590 0.1281  0.425
H2 1.0720 2.5312 3.5279  0.414
H3 1.2923 3.6561 -1.2214  0.493
H4 2.4565 1.2211 1.9224  0.598
H5 -0.6675 -3.2753 -3.8237  0.333
H6 -3.0476 -5.4780 -1.0284  0.347
H7 -0.9697 4.5367 -1.3132  0.218
H8 -3.4764 3.1730 -2.2476  0.391
H9 -2.3407 3.1593 1.9274  0.485
H10 -1.2025 6.2170 -1.2830  0.297
H11 0.6667 -1.2367 -2.3504  0.281
H12 -3.0401 -3.5246 0.4887  0.364
H13 -2.0725 0.8532 -2.8710  0.264
H14 -0.6139 -0.7631 -3.4740  0.394
H15 0.0885 4.7007 2.7560  0.430
H16 -1.8572 -5.3421 -3.2026  0.344
H17 -1.8540 -1.4484 -0.1558  0.352

Summary:
LUMO energy ... 4.2 eV
Max |F| ... 0.011 hartree/bohr
Charge ... -2
E ... -3723.18411 Eh
Relative energy (zero: lowest compared OMol25 entry of this formula, charge and spin) ... 106.99 kJ/mol

Below is a cluster of 8 separate species, C8H32O8 in total, with properties calculated with ωB97M-V/def2-TZVPD.

Last column: Mulliken charge in e.
CARTESIAN COORDINATES (ANGSTROEM)
O1 -0.8108 -1.3859 3.0505  -0.542
O2 3.2882 1.3371 3.6785  -0.519
O3 0.8152 1.0391 2.1065  -0.304
O4 2.7312 3.0961 -2.3735  -0.556
O5 -0.9508 2.0841 -2.9235  -0.485
O6 -3.6168 -3.7489 -1.7005  -0.581
O7 1.6092 -0.8239 0.3255  -0.573
O8 -2.4868 0.0231 -1.1215  -0.118
C1 0.4982 -1.0739 -0.5405  -0.102
C2 -2.5818 -3.2459 -0.9025  -0.419
C3 4.1212 0.6071 2.8045  -0.444
C4 2.5562 1.9911 -1.4645  0.224
C5 -0.4448 0.9871 -3.5745  -0.476
C6 -3.1008 1.1761 -0.7875  -0.960
C7 -0.4518 -2.7039 2.5885  -0.461
C8 -0.2618 1.6361 1.4445  -0.676
H1 1.4092 -0.1979 1.0015  0.331
H2 -1.9448 1.9971 -2.8885  0.264
H3 -2.3118 1.8011 -0.3845  0.292
H4 -3.9948 1.0961 -0.1175  0.268
H5 -0.4118 -1.3459 0.0055  0.025
H6 0.5802 0.9881 -3.3875  0.168
H7 1.5062 1.9841 -1.1735  -0.343
H8 -3.5228 1.5191 -1.7445  0.374
H9 3.0302 2.1061 -0.4575  0.071
H10 -1.1468 -3.0349 1.8915  0.047
H11 2.0982 3.0141 -3.0935  0.321
H12 -0.6038 1.0131 -4.6275  0.352
H13 3.7692 2.1471 3.8725  0.293
H14 0.8182 -1.9589 -1.1895  0.342
H15 -0.0868 2.0681 0.4145  0.135
H16 2.6982 0.9761 -1.9215  0.298
H17 -3.2188 -0.5099 -1.4555  0.230
H18 4.9132 0.1191 3.3035  0.354
H19 -0.8388 0.0631 -3.1235  0.134
H20 4.4022 1.2131 1.9685  0.251
H21 -2.3758 -4.0809 -0.2005  0.310
H22 -0.6548 2.3611 2.1335  0.466
H23 -1.0218 0.8741 1.2705  0.213
H24 0.5902 -2.7709 2.2255  0.248
H25 3.4182 -0.1479 2.3505  0.064
H26 -0.5828 -3.4029 3.3555  0.377
H27 -4.3278 -4.1309 -1.1605  0.319
H28 1.2982 1.7021 2.6055  0.205
H29 -1.6608 -3.0519 -1.4285  0.220
H30 0.2702 -0.2569 -1.2435  -0.098
H31 -0.0418 -0.7949 2.9335  0.326
H32 -2.9698 -2.3539 -0.3445  0.136

Summary:
LUMO energy ... 0.4 eV
Max |F| ... 0.063 hartree/bohr
E ... -925.72049 Eh
Relative energy (zero: lowest compared OMol25 entry of this formula, charge and spin) ... 449.74 kJ/mol
SMILES ... CO.CO.CO.CO.CO.CO.CO.CO

Q: Which of these has the highest max |F|?
A: C8H32O8

Copy entry 2 word for word.
Below is a structure of composition C24H17Cl5N4O2Pd, with properties calculated with ωB97M-V/def2-TZVPD.

Last column: Mulliken charge in e.
CARTESIAN COORDINATES (ANGSTROEM)
Pd1 0.4607 0.6842 0.4924  -0.241
Cl1 5.7014 -5.4258 2.4946  -0.239
Cl2 1.1177 -4.5717 -0.2403  -0.130
Cl3 3.5782 -6.4070 0.4143  -0.249
Cl4 0.7757 -1.8257 1.1775  0.004
Cl5 5.3565 -2.6537 3.9178  -0.222
O1 -0.1165 6.5916 0.8317  -0.707
O2 2.9396 -1.2131 3.0940  -0.747
N1 1.9145 2.3435 0.2375  -0.875
N2 -0.5894 5.4450 -1.0703  -0.429
N3 -0.6575 0.1307 -1.5532  0.238
N4 -1.7549 1.9379 0.3150  0.164
C1 -1.8618 -2.3068 -0.8163  -0.130
C2 -1.8636 -4.4927 -2.5295  -0.507
C3 -1.5914 0.9380 -1.8837  -0.218
C4 -2.5298 -3.4723 -0.4653  -0.656
C5 0.6120 4.3258 0.6923  0.615
C6 -2.0946 1.9496 -1.0032  0.389
C7 -2.4409 2.9446 0.8714  -0.681
C8 1.7662 1.9782 1.5518  -0.034
C9 2.2980 -4.0426 0.9198  -0.104
C10 -1.1802 -2.2286 -2.0238  0.971
C11 3.3895 -4.8700 1.1995  0.278
C12 -0.0599 5.5438 0.1959  0.051
C13 4.1881 -3.1992 2.7573  0.476
C14 -3.0290 2.9618 -1.2854  -1.276
C15 -3.2495 3.6124 -0.0643  -0.415
C16 -1.1969 -3.3292 -2.8775  -0.492
C17 1.1197 2.8436 2.4921  -0.639
C18 1.2551 3.4537 -0.1548  -0.232
C19 -0.3986 -0.9929 -2.4172  -1.552
C20 -2.5329 -4.5683 -1.3134  -0.416
C21 4.3276 -4.4177 2.1288  -0.020
C22 2.1499 -2.8206 1.5437  0.402
C23 3.0775 -2.3029 2.5167  -0.360
C24 0.5791 4.0177 2.0743  -0.448
H1 -3.8934 4.4590 0.1281  0.425
H2 1.0720 2.5312 3.5279  0.414
H3 1.2923 3.6561 -1.2214  0.493
H4 2.4565 1.2211 1.9224  0.598
H5 -0.6675 -3.2753 -3.8237  0.333
H6 -3.0476 -5.4780 -1.0284  0.347
H7 -0.9697 4.5367 -1.3132  0.218
H8 -3.4764 3.1730 -2.2476  0.391
H9 -2.3407 3.1593 1.9274  0.485
H10 -1.2025 6.2170 -1.2830  0.297
H11 0.6667 -1.2367 -2.3504  0.281
H12 -3.0401 -3.5246 0.4887  0.364
H13 -2.0725 0.8532 -2.8710  0.264
H14 -0.6139 -0.7631 -3.4740  0.394
H15 0.0885 4.7007 2.7560  0.430
H16 -1.8572 -5.3421 -3.2026  0.344
H17 -1.8540 -1.4484 -0.1558  0.352

Summary:
LUMO energy ... 4.2 eV
Max |F| ... 0.011 hartree/bohr
Charge ... -2
E ... -3723.18411 Eh
Relative energy (zero: lowest compared OMol25 entry of this formula, charge and spin) ... 106.99 kJ/mol

Q: Look up the max |F| of the first one.
A: 0.029 hartree/bohr

Q: What is the E in the third record?
A: -925.72049 Eh